{
  "formula": "C4H5N",
  "method": "ωB97M-V with the def2-TZVPD basis set",
  "spin_multiplicity": 1,
  "max_force_ev_per_a": 5.6,
  "smiles": "C/C=C/C#N",
  "total_charge": 0,
  "relative_energy_kj_mol": 197.5,
  "e_tot_ha": -210.0885,
  "elements": ["C", "C", "C", "C", "H", "H", "H", "H", "H", "N"],
  "coordinates": [[2.3788, -0.1064, -0.0048], [0.8467, -0.3291, -0.0438], [-0.1497, 0.6563, 0.0040], [-1.5287, 0.1928, -0.0456], [2.7312, -0.0417, 1.1493], [2.8140, 0.9353, -0.4826], [2.8769, -1.1058, -0.5227], [0.4136, -1.4037, 0.1425], [0.0007, 1.7581, 0.0769], [-2.5885, -0.3748, 0.0254]],
  "mulliken_charge": [-0.855, 0.026, -0.316, 0.237, 0.235, 0.274, 0.259, 0.271, 0.306, -0.438]
}


{
  "formula": "C4H5N2O2",
  "method": "ωB97M-V with the def2-TZVPD basis set",
  "spin_multiplicity": 1,
  "max_force_ev_per_a": 5.2,
  "smiles": "Cn1[nH]c([O-])cc1=O",
  "total_charge": -1,
  "relative_energy_kj_mol": 170.5,
  "e_tot_ha": -415.4262,
  "elements": ["C", "C", "C", "C", "N", "N", "O", "O", "H", "H", "H", "H", "H"],
  "coordinates": [[1.9897, -1.2761, -0.2311], [0.6508, -1.5045, 0.1539], [2.3917, 0.0118, 0.0596], [-1.1219, 0.1150, -0.0934], [1.1481, 0.7817, 0.1996], [0.1045, -0.1461, 0.5447], [-0.1309, -2.4427, 0.1463], [3.4511, 0.6544, -0.1060], [2.7595, -2.0319, -0.3240], [-0.7236, 0.6131, -1.0482], [-1.7122, -0.7384, -0.3734], [-1.5744, 0.8067, 0.5630], [1.0605, 1.6372, 0.5805]],
  "mulliken_charge": [-0.894, 0.611, 0.604, -0.967, -0.210, -0.067, -0.706, -0.748, 0.304, 0.305, 0.345, 0.258, 0.165]
}


{
  "formula": "C4H5N2O2",
  "method": "ωB97M-V with the def2-TZVPD basis set",
  "spin_multiplicity": 3,
  "max_force_ev_per_a": 5.7,
  "total_charge": 1,
  "relative_energy_kj_mol": 0.0,
  "e_tot_ha": -414.9682,
  "elements": ["C", "C", "C", "C", "N", "N", "O", "O", "H", "H", "H", "H", "H"],
  "coordinates": [[1.3596, -0.0011, -1.4159], [-0.1322, -0.0122, 0.2374], [1.5398, -0.9988, 0.7129], [-2.4038, 0.6441, 0.6797], [0.1911, 0.4585, -0.9790], [2.1526, -0.6953, -0.5495], [1.7979, -1.6274, 1.6348], [-1.1312, -0.0164, 0.9610], [1.4978, 0.2400, -2.4207], [-2.1114, 1.7354, 0.8991], [-3.1051, 0.4953, 1.4514], [-2.7507, 0.5930, -0.3579], [3.0956, -0.8154, -0.8532]],
  "mulliken_charge": [-0.167, 0.593, 0.306, -0.644, -0.296, -0.045, -0.185, -0.265, 0.492, 0.325, 0.303, 0.324, 0.258]
}


{
  "formula": "C4H5N2OP",
  "method": "ωB97M-V with the def2-TZVPD basis set",
  "spin_multiplicity": 1,
  "max_force_ev_per_a": 6.1,
  "total_charge": 0,
  "relative_energy_kj_mol": 255.4,
  "e_tot_ha": -681.4071,
  "elements": ["C", "C", "C", "C", "N", "N", "O", "P", "H", "H", "H", "H", "H"],
  "coordinates": [[-2.3081, 0.7548, 0.2281], [-0.9456, 0.5506, 0.3216], [-2.0606, -1.3187, 0.2373], [0.3618, -1.4027, 0.1897], [-3.0014, -0.4375, 0.2827], [-0.7939, -0.8075, 0.3417], [0.6396, -2.5650, 0.0006], [2.5074, 0.1959, 0.1370], [-2.9102, 1.7701, 0.2362], [-0.0786, 1.1802, 0.4107], [-2.1080, -2.3164, 0.4854], [3.0472, -0.9966, 0.2114], [2.3591, 0.3027, 1.5082]],
  "mulliken_charge": [-0.394, -0.164, -0.045, 0.325, -0.529, 0.182, -0.435, -0.006, 0.292, 0.265, 0.390, 0.057, 0.063]
}


{
  "formula": "C4H5N2OS",
  "method": "ωB97M-V with the def2-TZVPD basis set",
  "spin_multiplicity": 3,
  "max_force_ev_per_a": 5.9,
  "total_charge": -1,
  "relative_energy_kj_mol": 127.9,
  "e_tot_ha": -738.2008,
  "elements": ["C", "C", "C", "C", "N", "N", "O", "S", "H", "H", "H", "H", "H"],
  "coordinates": [[-0.2743, 1.5359, -0.4593], [0.0362, 1.0386, 0.8070], [0.0238, 0.7948, -1.5627], [0.4539, -1.1778, -0.3558], [0.4256, -0.4814, -1.4629], [0.3419, -0.2047, 1.0554], [0.5440, -0.6200, 2.2726], [-1.1163, -2.4569, -0.0621], [-0.4951, 2.6972, -0.5910], [0.0253, 1.6494, 1.6639], [-0.0863, 1.4015, -2.5310], [1.2638, -1.7504, -0.1083], [-1.1424, -2.4262, 1.3342]],
  "mulliken_charge": [-0.406, -0.328, -0.071, -0.090, -0.661, 0.279, -0.661, -0.440, 0.192, 0.434, 0.211, 0.416, 0.125]
}


{
  "formula": "C4H5N2PS2",
  "method": "ωB97M-V with the def2-TZVPD basis set",
  "spin_multiplicity": 1,
  "max_force_ev_per_a": 3.9,
  "total_charge": 0,
  "relative_energy_kj_mol": 0.0,
  "e_tot_ha": -1402.5931,
  "elements": ["C", "C", "C", "C", "N", "N", "P", "S", "S", "H", "H", "H", "H", "H"],
  "coordinates": [[-1.4094, 1.2384, 0.9953], [-1.7086, 0.3293, 0.0187], [0.0051, 1.0529, 1.1563], [3.1798, -0.1932, -0.0048], [-0.6472, -0.4402, -0.2676], [0.4362, 0.0585, 0.3985], [-0.3245, -1.7987, -1.3483], [3.3379, -0.8666, 1.3518], [3.2781, 0.3599, -1.4438], [-1.9982, 1.9715, 1.4279], [-2.6008, -0.0783, -0.4590], [0.4396, 1.5380, 1.9438], [-0.2371, -1.0672, -2.4788], [-1.7509, -2.1042, -1.2900]],
  "mulliken_charge": [-0.633, -0.128, -0.291, 0.532, 0.142, -0.275, -0.086, -0.275, -0.271, 0.415, 0.310, 0.427, 0.067, 0.065]
}


{
  "formula": "C4H5N3",
  "method": "ωB97M-V with the def2-TZVPD basis set",
  "spin_multiplicity": 1,
  "max_force_ev_per_a": 1.2,
  "total_charge": 0,
  "relative_energy_kj_mol": 444.2,
  "e_tot_ha": -319.5430,
  "elements": ["C", "N", "C", "C", "N", "C", "N", "H", "H", "H", "H", "H"],
  "coordinates": [[1.1280, 0.3987, 0.5865], [-0.2056, -0.2726, 0.3390], [-0.9671, 0.0965, -0.9232], [-0.4285, -0.6123, -2.0151], [0.0009, -1.2743, -2.8778], [-1.0863, -0.0550, 1.4069], [-1.8118, 0.1756, 2.2754], [0.9409, 1.4717, 0.6384], [1.7625, 0.1623, -0.2695], [1.5666, 0.0376, 1.5212], [-0.0412, -1.2845, 0.2786], [-1.0310, 1.1795, -0.9735]],
  "mulliken_charge": [-0.822, -0.091, -0.751, 0.469, -0.480, 0.458, -0.387, 0.338, 0.340, 0.340, 0.367, 0.219]
}


{
  "formula": "C4H5N3",
  "method": "ωB97M-V with the def2-TZVPD basis set",
  "spin_multiplicity": 1,
  "max_force_ev_per_a": 0.4,
  "smiles": "N=C1N=CCC=N1",
  "total_charge": 0,
  "relative_energy_kj_mol": 154.5,
  "e_tot_ha": -319.6534,
  "elements": ["N", "C", "N", "C", "C", "C", "N", "H", "H", "H", "H", "H"],
  "coordinates": [[-2.0266, -1.0026, 1.1946], [-0.8810, -0.5388, 0.9223], [-0.6208, 0.8406, 1.1381], [0.1224, 1.3916, 0.2671], [0.6989, 0.6345, -0.9016], [0.9126, -0.7908, -0.4634], [0.1739, -1.3515, 0.4067], [-2.0295, -1.9995, 0.9697], [-0.0438, 0.6348, -1.7137], [0.3559, 2.4520, 0.3791], [1.6070, 1.0957, -1.2983], [1.7313, -1.3659, -0.9007]],
  "mulliken_charge": [-0.595, 0.463, -0.460, 0.027, -0.575, 0.022, -0.516, 0.283, 0.251, 0.376, 0.345, 0.379]
}


{
  "formula": "C4H5N3",
  "method": "ωB97M-V with the def2-TZVPD basis set",
  "spin_multiplicity": 1,
  "max_force_ev_per_a": 0.7,
  "total_charge": 0,
  "relative_energy_kj_mol": 708.0,
  "e_tot_ha": -319.4425,
  "elements": ["N", "C", "N", "C", "C", "C", "N", "H", "H", "H", "H", "H"],
  "coordinates": [[2.4316, -0.3422, -0.2580], [0.8530, -0.1070, 0.0140], [1.2279, -1.2782, -0.2394], [-1.4181, -1.0467, 0.3090], [-1.9353, 0.2307, 0.1968], [-0.9742, 1.2484, 0.1116], [0.3552, 1.0867, 0.1026], [2.8213, -0.2038, -1.1834], [3.0958, -0.5981, 0.4621], [-2.1960, -1.8264, 0.3050], [-2.9828, 0.5431, 0.1604], [-1.2784, 2.2935, 0.0193]],
  "mulliken_charge": [-0.200, 0.677, -0.340, -0.934, -0.003, -0.130, -0.507, 0.252, 0.268, 0.192, 0.340, 0.385]
}


{
  "formula": "C4H5N3",
  "method": "ωB97M-V with the def2-TZVPD basis set",
  "spin_multiplicity": 1,
  "max_force_ev_per_a": 1.2,
  "smiles": "[H]/N=C/C/N=C\\C#N",
  "total_charge": 0,
  "relative_energy_kj_mol": 242.3,
  "e_tot_ha": -319.6199,
  "elements": ["N", "C", "C", "C", "N", "C", "N", "H", "H", "H", "H", "H"],
  "coordinates": [[0.1750, -2.4575, 0.7779], [0.7666, -1.4687, 0.6605], [-0.8938, 0.4148, -0.8133], [-0.5860, 0.9071, 0.6061], [0.8512, 0.9493, 0.7391], [1.4383, -0.1666, 0.5916], [0.0326, -0.0942, -1.5055], [-1.9377, 0.4754, -1.1350], [-1.0122, 1.9017, 0.7804], [-1.0766, 0.2133, 1.3087], [2.5044, -0.1870, 0.3812], [-0.2619, -0.4874, -2.3916]],
  "mulliken_charge": [-0.415, 0.420, 0.041, -0.626, -0.436, -0.076, -0.497, 0.369, 0.345, 0.298, 0.352, 0.226]
}


- What is the formula in the fourth record?
  C4H5N2OP